# 1
Molecular formula: C43H46ClN2O2ScSi2
Method: DFT, ωB97M-V with the def2-TZVPD basis set

Values from the calculation:
Total energy in eV: -101397.3591
Energy above the lowest of the compared OMol25 structures with the same formula, charge and spin in kcal per mole: 27.6
Charge: 0
HOMO-LUMO gap in eV: 5.976
E_HOMO in hartree: -0.2492

Cartesian coordinates (Å):
Sc1 -0.1762 -0.6717 -0.5583
Cl1 6.6399 1.8668 0.1647
C1 5.0895 1.2677 -0.3486
C2 5.0189 0.2994 -1.3574
C3 3.8024 -0.1775 -1.7758
C4 2.6007 0.2472 -1.1801
O1 1.4571 -0.2523 -1.5765
C5 2.6893 1.2481 -0.1814
C6 1.5000 1.9104 0.2989
N1 0.3143 1.4223 0.2398
C7 -0.7925 2.2996 0.3342
C8 -0.9922 3.2312 1.3066
C9 -2.0971 4.1114 1.2305
C10 -2.9679 4.0450 0.1842
C11 -2.7900 3.0699 -0.8277
C12 -3.6624 2.9211 -1.9283
C13 -3.4124 1.9546 -2.8538
C14 -2.2973 1.1114 -2.6737
N2 -1.4814 1.1909 -1.6549
C15 -1.7083 2.1794 -0.7405
C16 3.9419 1.7575 0.2046
H1 5.9335 -0.0659 -1.8082
H2 3.7381 -0.9207 -2.5612
H3 1.6203 2.9434 0.6308
H4 -0.3017 3.2955 2.1384
H5 -2.2443 4.8439 2.0141
H6 -3.8128 4.7220 0.1217
H7 -4.5234 3.5742 -2.0202
H8 -4.0574 1.8111 -3.7111
H9 -2.0836 0.3455 -3.4066
H10 3.9937 2.5353 0.9595
C17 -0.0620 -3.5901 1.9828
Si1 1.0983 -2.8143 0.7020
C18 1.1247 -4.0763 -0.7830
C19 -0.2089 -3.8930 -1.5153
C20 1.2080 -5.5324 -0.3168
C21 2.2214 -3.8049 -1.8193
C22 2.7743 -2.7602 1.6891
C23 2.7683 -1.4460 2.4814
C24 4.0458 -2.7997 0.8352
C25 2.8677 -3.9136 2.6942
H11 0.1339 -4.6531 2.1610
H12 -1.1053 -3.4838 1.6760
H13 0.0449 -3.0667 2.9398
H14 -1.0697 -3.9703 -0.8468
H15 -0.3294 -4.6419 -2.3125
H16 -0.2562 -2.9189 -2.0222
H17 0.3490 -5.8071 0.3021
H18 2.1155 -5.7198 0.2640
H19 1.2233 -6.2108 -1.1832
H20 2.2504 -2.7477 -2.1071
H21 2.0203 -4.3911 -2.7280
H22 3.2106 -4.0858 -1.4663
H23 2.8365 -0.5816 1.8165
H24 3.6263 -1.4107 3.1695
H25 1.8550 -1.3350 3.0821
H26 4.0033 -2.1149 -0.0122
H27 4.2400 -3.8054 0.4555
H28 4.9128 -2.5142 1.4505
H29 2.0990 -3.8502 3.4659
H30 3.8458 -3.8877 3.1987
H31 2.7724 -4.8897 2.2099
O2 -1.9995 -1.3266 -0.2141
Si2 -3.4484 -2.0611 -0.1490
C26 -4.7779 -0.8755 0.4542
C27 -6.1195 -1.2704 0.5313
C28 -7.0982 -0.4129 1.0139
C29 -6.7538 0.8624 1.4513
C30 -5.4286 1.2700 1.4033
C31 -4.4543 0.4060 0.9074
C32 -3.9234 -2.7386 -1.8349
C33 -3.1205 -2.5280 -2.9570
C34 -3.4705 -3.0143 -4.2117
C35 -4.6460 -3.7364 -4.3656
C36 -5.4507 -3.9834 -3.2585
C37 -5.0867 -3.4967 -2.0097
C38 -3.5277 -3.5220 1.0199
C39 -3.2758 -4.8267 0.5764
C40 -3.2614 -5.8983 1.4606
C41 -3.5047 -5.6829 2.8119
C42 -3.7708 -4.3981 3.2712
C43 -3.7865 -3.3320 2.3811
H32 -6.4085 -2.2700 0.2159
H33 -8.1297 -0.7419 1.0607
H34 -7.5159 1.5284 1.8391
H35 -5.1505 2.2532 1.7634
H36 -3.4165 0.7184 0.8985
H37 -2.1822 -2.0035 -2.8375
H38 -2.8192 -2.8457 -5.0623
H39 -4.9228 -4.1272 -5.3367
H40 -6.3588 -4.5658 -3.3672
H41 -5.7160 -3.7280 -1.1548
H42 -3.0855 -5.0108 -0.4782
H43 -3.0582 -6.8994 1.0957
H44 -3.4883 -6.5148 3.5062
H45 -3.9657 -4.2285 4.3238
H46 -3.9980 -2.3342 2.7553

Atomic forces in eV per Å
Sc -0.28 0.01 0.55
Cl -0.04 -0.02 -0.02
C 0.10 -0.08 -0.09
C 0.07 0.04 -0.01
C 0.07 -0.09 -0.11
C -0.14 -0.10 -0.05
O 0.47 0.15 -0.43
C -0.12 0.08 0.07
C 0.15 -0.02 -0.05
N -0.13 -0.39 0.03
C 0.17 -0.07 0.04
C -0.02 0.16 0.20
C 0.06 -0.03 0.09
C -0.10 0.00 -0.02
C -0.08 0.02 0.02
C -0.11 0.06 0.00
C -0.02 -0.02 -0.10
C -0.06 -0.01 -0.06
N -0.10 0.14 0.00
C -0.06 -0.10 -0.09
C -0.10 0.12 0.15
H -0.03 0.02 0.02
H 0.02 0.03 0.04
H 0.04 0.05 0.01
H -0.01 0.01 0.00
H 0.02 -0.03 -0.02
H 0.05 -0.04 -0.01
H 0.05 -0.02 0.01
H 0.05 0.00 0.04
H -0.05 -0.13 -0.03
H -0.01 -0.04 -0.05
C -0.27 -0.06 0.03
Si 0.05 0.19 0.05
C -0.02 -0.07 -0.06
C -0.07 -0.11 0.03
C 0.05 -0.06 -0.08
C -0.04 0.03 -0.03
C 0.07 0.00 -0.01
C -0.03 0.01 0.13
C 0.01 0.06 0.06
C 0.11 -0.06 0.09
H 0.00 0.12 0.05
H 0.12 -0.06 0.07
H -0.06 -0.02 -0.07
H 0.03 0.03 -0.03
H 0.02 0.05 0.07
H 0.00 0.04 -0.03
H 0.07 0.01 -0.04
H -0.04 -0.01 -0.04
H -0.01 0.04 0.07
H -0.02 -0.08 0.03
H 0.04 0.04 0.05
H 0.07 0.00 0.06
H 0.01 0.00 0.00
H -0.08 0.00 -0.05
H 0.11 -0.02 -0.07
H 0.01 0.01 -0.02
H -0.03 0.02 -0.04
H -0.07 -0.04 -0.07
H 0.03 -0.02 -0.02
H -0.10 -0.01 -0.04
H 0.02 0.05 0.04
O -0.07 0.02 -0.15
Si 0.02 -0.01 0.04
C 0.01 0.22 0.09
C 0.01 0.03 -0.04
C 0.06 0.00 0.01
C 0.02 -0.04 -0.03
C 0.04 -0.11 -0.05
C -0.11 -0.06 0.03
C 0.07 -0.03 -0.18
C -0.14 -0.07 -0.01
C -0.01 -0.03 0.04
C 0.03 0.00 0.08
C 0.03 0.01 0.01
C -0.02 0.03 -0.09
C 0.04 -0.18 0.05
C -0.03 0.04 0.05
C -0.01 0.06 0.01
C 0.01 0.06 -0.03
C 0.00 -0.03 -0.05
C 0.02 -0.06 -0.01
H 0.01 0.15 0.06
H 0.03 0.01 0.00
H 0.02 -0.02 -0.02
H 0.02 0.01 -0.01
H 0.02 0.05 -0.04
H 0.04 0.12 -0.03
H -0.03 0.00 0.03
H -0.01 0.02 0.00
H 0.05 0.02 0.00
H 0.06 0.00 -0.09
H -0.03 0.01 0.10
H -0.01 0.05 0.03
H 0.00 0.03 -0.02
H 0.01 -0.01 -0.03
H 0.01 -0.04 -0.03

# 2
Molecular formula: C43H47BiBrN13O2S2
Method: DFT, ωB97M-V with the def2-TZVPD basis set

Values from the calculation:
Total energy in eV: -166360.6796
Energy above the lowest of the compared OMol25 structures with the same formula, charge and spin in kcal per mole: 12.3
Charge: +2
HOMO-LUMO gap in eV: 7.064
E_HOMO in hartree: -0.4617

Cartesian coordinates (Å):
Bi1 -0.1847 -0.8767 0.8217
C1 -4.0742 2.0627 0.3402
C2 -2.6060 1.7373 0.5843
N1 -1.7632 1.3401 -0.3036
N2 -2.3209 1.1957 -1.5505
C3 -1.6373 0.4824 -2.5201
N3 -2.2184 0.5439 -3.7141
S1 -0.1369 -0.2465 -2.2038
C4 -1.9729 1.9253 1.9494
C5 -2.4810 2.8306 2.8431
C6 -1.8535 3.0526 4.0330
C7 -0.6719 2.3271 4.3023
C8 -0.1567 1.5318 3.2673
N4 -0.7732 1.3546 2.1263
H1 -4.6886 1.1969 0.0345
H2 -4.3950 2.5138 1.2773
H3 -4.0908 2.8835 -0.4098
H4 -3.2716 1.3719 -1.7026
H5 -3.0781 1.0716 -3.9301
H6 -1.8276 -0.0175 -4.4709
H7 -3.3841 3.3851 2.6821
H8 -2.3240 3.6773 4.8475
H9 -0.1798 2.3396 5.2568
H10 0.8301 1.0608 3.3046
N5 -1.9502 -1.2829 5.1091
C9 -1.1854 -1.3160 3.9575
S2 -2.1424 -1.6040 2.5686
N6 0.1072 -1.1481 4.1158
N7 0.7921 -1.4184 2.9506
C10 1.8089 -2.2226 3.0163
C11 2.1102 -3.0067 4.1977
C12 2.3407 -2.4961 5.4896
C13 2.5102 -3.3239 6.6099
C14 2.4815 -4.6913 6.4458
C15 2.2997 -5.2220 5.1773
C16 2.1508 -4.3986 4.0856
C17 2.5317 -2.4255 1.7977
C18 3.7794 -3.1481 1.7926
C19 4.4447 -3.4031 0.6117
C20 3.8738 -2.9431 -0.5638
C21 2.6509 -2.2064 -0.4822
N8 2.0060 -2.0354 0.6474
H11 -2.9573 -1.2494 5.0948
H12 -1.4870 -1.3165 5.9883
H13 2.4127 -1.4335 5.6763
H14 2.5518 -2.7848 7.5794
H15 2.6730 -5.4255 7.2762
H16 2.3526 -6.2750 5.0367
H17 1.9014 -4.8718 3.0966
H18 4.1641 -3.5469 2.7054
H19 5.3423 -4.0851 0.5481
H20 4.1612 -3.0891 -1.5678
H21 2.1418 -1.9279 -1.4122
C22 1.4487 -0.0723 -5.9421
N9 1.8323 -1.2033 -5.1157
C23 1.3003 -2.5033 -5.4605
C24 2.7550 -1.1350 -4.1271
C25 3.2820 0.2351 -3.6149
O1 3.1623 -2.0580 -3.4301
H22 1.9635 0.8720 -5.8573
H23 0.3452 0.0959 -5.8358
H24 1.6467 -0.2340 -7.0362
H25 0.6543 -2.9014 -4.6454
H26 1.9859 -3.2754 -5.8112
H27 0.6922 -2.3498 -6.3630
H28 3.4683 0.0359 -2.5630
H29 2.6505 1.0350 -3.7859
H30 4.2775 0.4467 -4.1153
Br1 -3.1850 -1.7610 -0.7614
C26 -2.3459 -3.4088 -0.4976
C27 -2.9754 -4.5263 -1.0047
C28 -2.2844 -5.7178 -0.8821
C29 -0.9984 -5.7567 -0.4016
C30 -0.4374 -4.5894 0.0385
N10 -1.1488 -3.4048 0.0020
H31 -3.9392 -4.4995 -1.4448
H32 -2.7486 -6.7469 -1.1432
H33 -0.5113 -6.6827 -0.2809
H34 0.4909 -4.6020 0.5598
C31 -5.7362 5.6244 -1.7022
C32 -4.3136 5.2216 -1.5362
C33 -3.5412 5.5155 -0.4126
C34 -2.2276 5.1406 -0.3132
C35 -1.5783 4.4151 -1.3596
N11 -0.2773 4.0020 -1.2482
C36 0.6032 3.7683 -2.2259
O2 0.3348 3.6850 -3.3990
N12 1.9485 3.6841 -1.8056
C37 2.4382 2.7263 -0.9170
C38 3.8030 2.5090 -0.9024
C39 4.2904 1.4536 -0.1932
C40 3.4020 0.6538 0.5176
N13 2.0802 0.8312 0.5715
C41 1.6146 1.8585 -0.1654
C42 -2.3388 4.0689 -2.4232
C43 -3.6760 4.4655 -2.5061
H35 -6.1129 5.6364 -0.6921
H36 -6.3078 5.0116 -2.3555
H37 -5.8211 6.6090 -2.2701
H38 -4.0023 6.1709 0.3578
H39 -1.5621 5.3843 0.5023
H40 0.1945 4.2663 -0.3785
H41 2.6036 3.7187 -2.6206
H42 4.5138 3.1234 -1.4558
H43 5.3482 1.2281 -0.1774
H44 3.8991 -0.1468 1.1322
H45 0.5179 1.9842 -0.2167
H46 -1.8818 3.5252 -3.2529
H47 -4.2022 4.1260 -3.4466

Atomic forces in eV per Å
Bi -0.16 0.37 0.51
C 1.27 0.71 0.18
C 0.42 -0.29 0.60
N -1.53 -0.17 -0.23
N 2.61 -1.43 -0.49
C 0.16 1.23 1.10
N -0.40 -0.48 -1.09
S -0.57 0.06 -0.79
C -0.05 0.42 -1.67
C -0.83 0.31 -0.10
C 1.20 -0.57 2.67
C -0.80 0.28 -0.84
C 1.05 0.59 0.90
N -0.67 -0.61 -0.60
H 0.30 0.38 0.25
H -0.69 -0.34 -0.26
H -0.28 -0.55 0.20
H -1.50 0.56 -0.08
H 0.87 -0.42 0.43
H -0.18 0.35 0.46
H -0.32 -0.01 -0.40
H 0.70 -0.59 -1.21
H 0.17 0.24 0.15
H -0.40 0.25 0.42
N 0.67 0.25 -1.04
C -0.87 0.22 2.39
S 0.26 -0.02 -1.18
N -0.79 -0.80 -0.41
N 0.42 0.03 -0.08
C -1.53 1.01 0.55
C 0.89 -0.63 1.97
C -0.03 0.04 0.03
C -0.47 1.30 -0.09
C 0.51 -1.33 0.98
C 0.45 0.47 0.19
C -1.11 -0.47 -1.64
C 3.19 -2.11 -0.94
C -1.44 0.98 0.24
C 0.64 -1.04 -1.14
C -2.04 1.46 0.73
C 1.00 -1.45 -0.92
N -0.97 0.40 0.22
H 0.25 -0.09 -0.23
H 0.30 0.06 0.51
H -0.23 0.08 -0.26
H 0.32 -0.86 -0.63
H -0.39 1.11 -0.74
H -0.16 -0.66 -0.08
H 0.50 0.49 0.98
H 0.13 0.04 0.48
H -1.01 1.06 0.36
H 0.93 -0.37 -0.80
H 0.35 0.06 0.35
C -1.16 -0.12 -1.69
N 1.60 0.00 0.26
C -1.42 -0.30 -0.66
C 0.31 1.86 1.34
C 1.95 -1.93 -1.21
O -0.61 -1.25 -0.85
H 0.29 0.05 1.15
H 0.89 0.05 -0.09
H -0.34 -0.59 0.86
H 0.51 0.19 -0.51
H 0.59 0.27 0.60
H -0.24 0.00 0.43
H -0.01 0.34 0.01
H -1.36 1.70 -0.19
H -1.06 -0.23 0.56
Br -0.49 0.53 0.22
C -0.06 -0.40 -0.97
C 0.55 -0.97 0.40
C -1.50 -2.27 -0.87
C -0.12 0.80 0.41
C -1.68 1.27 0.23
N 2.27 -0.65 0.49
H -0.72 0.16 -0.17
H 0.56 2.12 0.19
H 0.67 -0.84 0.02
H 0.72 0.37 0.06
C 0.59 1.88 -0.36
C 0.63 -0.97 -0.99
C -0.82 1.29 0.72
C 1.76 -0.88 -0.81
C -1.93 0.77 1.20
N 1.46 0.52 2.63
C 0.86 -0.21 -1.50
O -0.12 -0.04 -0.49
N 0.98 0.03 -0.84
C -0.78 -0.84 0.35
C 0.62 0.38 -0.24
C -0.23 -0.52 0.57
C 1.26 -1.06 1.22
N 0.23 0.76 -0.72
C -0.39 0.46 -0.23
C -0.83 -0.35 -1.74
C -0.20 -0.73 -1.55
H -0.93 0.50 0.02
H -0.36 -1.15 -0.19
H 0.19 -0.74 1.33
H 0.48 -0.66 -0.37
H -0.38 0.35 0.48
H -0.45 -0.10 -0.33
H -1.27 0.30 0.81
H -0.41 0.07 -0.04
H -0.05 0.00 0.07
H -1.03 0.60 -0.59
H 0.78 -0.16 0.17
H -0.26 0.19 0.30
H 0.32 0.64 1.20

- The highest HOMO-LUMO gap belongs to which entry?
  C43H47BiBrN13O2S2

- Which value of energy above the lowest of the compared OMol25 structures with the same formula, charge and spin does entry 2 give?
  12.3 kcal per mole

- Which formula does entry 1 have?
  C43H46ClN2O2ScSi2

- The lowest HOMO-LUMO gap belongs to which entry?
  C43H46ClN2O2ScSi2